# 1
17
Properties=species:S:1:pos:R:3:forces:R:3 method="wB97M-V/def2-TZVPD" smiles="C[C@H]1C[C@H]1CC=O" charge=0 relative_energy_kcal_mol=74.1 gap_ha=0.37975 e_homo_ha=-0.34698 energy_ha=-309.7243
C -1.8779 -0.2655 0.2191 -0.23 -0.02 0.04
C -1.0595 0.8260 -0.4121 -0.42 0.03 -0.11
C -0.0688 1.5544 0.4678 0.01 -0.49 0.14
C 0.3738 0.5429 -0.5761 -0.72 -1.43 -0.20
C 0.8539 -1.2723 -0.3730 -0.30 1.90 -0.28
C 2.1232 -0.9506 0.2906 0.71 0.73 -0.07
O 2.5153 0.1945 0.2552 1.49 -0.52 0.55
H -2.8024 0.1336 0.6395 -0.05 -0.12 0.01
H -1.3060 -0.7485 1.0199 -0.17 0.15 -0.11
H -2.1190 -1.0346 -0.5236 -0.08 0.07 0.11
H -1.5389 1.3676 -1.2215 -0.12 0.13 0.17
H 0.0810 2.6367 0.3321 0.31 -0.75 -0.26
H -0.0089 1.2619 1.5104 -0.19 -0.06 -0.04
H 0.9205 1.0091 -1.4171 -0.32 -0.97 0.49
H 0.8892 -1.3606 -1.4487 0.75 -0.34 -0.38
H 0.4442 -2.2812 -0.0248 -0.53 1.97 0.09
H 2.6924 -1.6838 0.8869 -0.13 -0.29 -0.14



# 2
22
Properties=species:S:1:pos:R:3:forces:R:3 method="wB97M-V/def2-TZVPD" charge=+2 relative_energy_kcal_mol=167.7 gap_ha=0.33585 e_homo_ha=-0.68645 energy_ha=-378.9786
C 0.3868 -0.2178 0.7436 1.64 -1.52 0.09
C 0.9869 0.1152 2.1357 1.20 -1.51 1.09
C -3.0414 0.6160 -0.3210 -1.89 2.03 -0.42
C 3.1262 0.2593 -1.7430 -0.16 -1.07 -2.28
N -0.8555 0.4824 0.4692 -1.52 2.98 -0.34
N 1.1536 0.2185 -0.4729 -1.98 0.20 1.26
N -1.8429 -0.0497 -0.0640 1.91 -0.16 0.79
N 2.4485 0.1756 -0.6550 4.60 0.29 4.11
H 0.1916 -1.3332 0.7209 -0.03 1.26 -0.10
H 0.3323 -0.2978 2.9019 -0.75 0.09 -0.21
H 1.2263 1.1221 2.5201 -0.15 -0.10 -1.07
H 1.8597 -0.5885 2.4437 -0.92 1.19 -1.26
H -3.1938 0.8585 -1.4066 0.81 -0.30 0.38
H -3.7779 -0.1836 -0.2684 -0.42 0.06 0.52
H -3.3504 1.6008 0.2133 0.99 -1.74 -0.42
H -2.6641 -2.9399 -1.0634 0.24 1.81 -0.28
H 2.5098 0.0589 -2.6901 0.91 0.77 1.32
H 4.2684 0.3538 -1.9380 -2.12 -0.19 1.31
H -0.7764 1.5763 0.5645 -0.51 -2.05 0.24
H 0.6381 0.1469 -1.2973 -0.91 -0.29 -1.69
H -2.5464 -2.1528 -1.1748 -0.28 -1.96 0.20
H 2.9207 0.1790 0.3815 -0.65 0.19 -3.26



# 3
99
Properties=species:S:1:pos:R:3:forces:R:3 method="wB97M-V/def2-TZVPD" charge=+1 spin_multiplicity=4 s2=4.044 gap_ha="0.24503 / 0.28891" e_homo_ha="-0.37514 / -0.37621" energy_ha=-4310.8887
Cr -0.4499 -0.0436 -0.2683 0.28 -0.55 0.32
C -2.8312 3.0645 -0.4874 0.01 -0.13 -0.03
C -3.3240 1.8841 0.3662 0.00 0.09 0.12
P -1.9419 1.1096 1.2734 -0.05 0.11 -0.26
C -2.4250 -0.4214 2.0702 0.16 0.05 0.07
C -1.1548 -0.9902 2.6565 0.01 -0.03 -0.02
C -1.2418 -2.4577 3.1476 0.00 -0.06 -0.03
C -2.6523 -2.9702 3.2751 -0.04 0.00 0.01
C -3.7198 -2.3395 2.7890 0.01 0.00 0.01
C -3.6003 -1.0419 2.1160 -0.05 -0.01 -0.01
C -1.5881 2.2276 2.6618 0.01 0.04 0.03
C -2.1790 1.9801 3.9021 -0.01 0.03 -0.04
C -1.9558 2.8381 4.9663 0.00 0.00 0.00
C -1.1487 3.9555 4.8016 0.01 0.01 0.01
C -0.5658 4.2137 3.5703 -0.01 -0.02 0.02
C -0.7790 3.3516 2.5041 -0.02 -0.07 0.07
C -2.0309 2.6782 -1.7402 0.02 0.22 0.06
P -0.3182 2.0279 -1.5361 -0.20 0.24 0.06
C 0.6548 3.2585 -0.6480 0.06 0.03 -0.08
C 1.7139 2.7830 0.1229 0.04 -0.05 0.05
C 2.5168 3.6683 0.8268 -0.02 0.03 0.00
C 2.2546 5.0297 0.7691 -0.02 0.02 -0.01
C 1.2072 5.5105 -0.0102 0.03 -0.02 0.02
C 0.4169 4.6283 -0.7306 -0.06 0.03 0.02
C 0.3249 2.0737 -3.2277 -0.05 -0.10 -0.04
C -0.4902 1.7254 -4.3049 0.04 -0.04 0.03
C 0.0255 1.7097 -5.5901 0.01 0.01 -0.01
C 1.3547 2.0408 -5.8084 -0.01 0.00 0.00
C 2.1686 2.3835 -4.7402 0.01 -0.01 -0.01
C 1.6607 2.3943 -3.4515 -0.01 0.02 -0.02
H -2.2641 3.7628 0.1322 0.05 0.00 0.03
H -3.7080 3.6198 -0.8249 -0.01 -0.01 -0.01
H -3.7796 1.1172 -0.2644 0.00 -0.02 -0.05
H -4.0758 2.2293 1.0798 0.00 -0.03 0.00
H -0.8419 -0.3376 3.4744 -0.03 0.02 0.06
H -0.7513 -2.5497 4.1195 0.03 0.01 0.00
H -2.7768 -3.9355 3.7530 0.02 0.00 0.01
H -4.7037 -2.7786 2.8851 -0.01 -0.01 0.00
H -4.4877 -0.6006 1.6745 0.01 0.00 0.00
H -2.8120 1.1120 4.0361 -0.02 -0.02 0.02
H -2.4129 2.6339 5.9253 0.00 0.00 0.00
H -0.9737 4.6230 5.6350 0.00 0.00 0.00
H 0.0635 5.0835 3.4361 0.01 0.00 -0.01
H -0.3058 3.5565 1.5574 0.02 0.03 -0.04
H -1.9673 3.5404 -2.4082 0.00 -0.01 -0.02
H -2.5740 1.9049 -2.2892 -0.01 -0.01 -0.02
H 1.9193 1.7163 0.1664 0.00 0.04 -0.02
H 3.3413 3.2942 1.4195 0.00 0.00 0.00
H 2.8734 5.7229 1.3239 0.00 0.00 0.00
H 1.0148 6.5739 -0.0619 0.00 0.00 0.00
H -0.3889 5.0118 -1.3467 0.02 -0.02 0.01
H -1.5278 1.4539 -4.1559 -0.02 -0.01 0.02
H -0.6104 1.4354 -6.4213 0.00 0.00 0.01
H 1.7584 2.0259 -6.8119 -0.01 0.00 0.00
H 3.2078 2.6326 -4.9078 0.00 0.00 0.00
H 2.3097 2.6424 -2.6226 0.01 0.01 0.01
N 3.4020 -6.6289 -1.4983 0.00 -0.01 0.00
C 2.9933 -5.3382 -1.7473 -0.01 0.01 0.00
C 2.2174 -5.0432 -2.8765 0.00 0.00 0.00
C 1.7800 -3.7568 -3.1100 -0.01 0.00 -0.03
C 2.0987 -2.7459 -2.2080 0.04 -0.01 0.01
C 2.8636 -3.0214 -1.0806 -0.01 0.00 0.01
C 3.3106 -4.3072 -0.8538 0.00 -0.01 -0.02
S 1.5403 -1.1176 -2.4984 0.14 -0.03 0.06
O 1.5488 -0.8624 -3.9041 -0.04 -0.01 0.00
O 2.2375 -0.2347 -1.5846 -0.01 0.01 -0.04
N 0.0293 -1.0643 -1.8811 -0.04 0.15 -0.24
C -1.1407 -1.5233 -2.4018 0.02 -0.01 0.08
N -1.2430 -2.2548 -3.5031 -0.01 -0.04 -0.04
C -2.4768 -2.6228 -3.8366 0.01 0.00 0.00
C -3.6014 -2.2913 -3.0949 -0.01 0.01 0.02
C -3.3844 -1.5413 -1.9526 -0.02 -0.02 -0.02
N -2.1685 -1.1472 -1.5977 0.02 -0.04 0.01
H 3.3975 -7.2714 -2.2720 0.00 0.00 0.00
H 4.1757 -6.7534 -0.8680 0.00 0.00 0.00
H 1.9740 -5.8330 -3.5765 0.00 0.00 0.00
H 1.1950 -3.5232 -3.9900 0.01 0.00 0.01
H 3.1147 -2.2229 -0.3948 0.02 0.01 0.01
H 3.9217 -4.5223 0.0152 0.00 0.00 0.00
H -2.5669 -3.2180 -4.7385 0.01 0.00 0.00
H -4.5892 -2.6138 -3.3851 0.00 0.00 0.00
H -4.2014 -1.2550 -1.2985 0.00 0.01 0.00
C 3.5845 -1.1535 3.7717 0.01 0.01 0.01
C 3.0357 0.1098 3.5876 0.01 0.02 -0.01
C 1.8664 0.2720 2.8527 -0.03 0.00 -0.02
C 1.2824 -0.8452 2.2775 -0.03 0.02 -0.03
C -0.0372 -0.9724 1.5779 -0.22 0.14 -0.06
C -0.0426 -2.4039 0.9821 0.00 -0.06 0.06
C -0.5055 -3.2883 2.0920 0.01 0.06 0.01
C 0.9896 -3.1432 1.8011 -0.08 -0.03 -0.04
C 1.8181 -2.1181 2.4845 0.05 0.00 0.04
C 2.9708 -2.2800 3.2346 -0.01 -0.02 -0.02
H 4.4937 -1.2622 4.3482 0.00 0.00 0.00
H 3.5216 0.9722 4.0258 -0.01 0.00 0.00
H 1.4203 1.2541 2.7335 0.01 0.01 -0.01
H -0.1961 -2.6422 -0.0601 -0.05 0.00 -0.06
H -0.9181 -4.2619 1.8574 0.00 0.00 0.00
H 1.4695 -4.0212 1.3904 0.00 -0.01 0.00
H 3.3904 -3.2645 3.4018 -0.01 0.00 0.00



# 4
8
Properties=species:S:1:pos:R:3:forces:R:3 method="wB97M-V/def2-TZVPD" smiles="O=C/P=N/P" charge=0 relative_energy_kcal_mol=3.4 gap_ha=0.29402 e_homo_ha=-0.34514 energy_ha=-852.5294
C 2.4204 -0.3159 -1.5779 1.91 -0.67 0.01
N 0.1927 -0.1729 -0.7557 -0.83 0.31 0.71
O 3.4555 -0.3424 -2.1948 -0.64 0.35 -0.10
P 0.9390 0.7824 -1.7333 0.12 0.05 -0.38
P -1.3687 0.0542 -0.1340 -0.11 1.63 1.24
H 2.2708 -0.9942 -0.7046 -0.09 0.01 -0.22
H -0.9682 0.2023 1.3038 -0.37 -0.25 -1.42
H -1.5195 1.5521 -0.2944 0.01 -1.42 0.14